1.
The following is a DFT calculation (ωB97M-V/def2-TZVPD) of a 3-piece molecular cluster, C7H18N2 overall in a non-equilibrium geometry.

```
27
Properties=species:S:1:pos:R:3
C -0.5862 0.3585 -0.4927
C 1.7779 0.3107 0.4425
C -0.2402 -0.8532 0.0136
C -0.3482 0.7087 -1.9287
C -1.2462 1.3963 0.3532
C 2.7268 -0.4323 -0.4486
C 1.8857 0.0582 1.9162
N -2.2932 -1.5164 -0.5498
N -3.3801 -1.2077 0.2810
H -2.5467 -1.1962 -1.4850
H 1.6664 1.3627 0.1868
H -3.5820 -0.2098 0.3899
H -3.2172 -1.6046 1.1979
H -0.4181 -1.0972 1.0502
H 0.2172 -1.6124 -0.6012
H 0.3889 1.5146 -2.0016
H -1.2676 1.0770 -2.3912
H 0.0141 -0.1436 -2.5015
H -0.7565 2.3664 0.2344
H -1.2464 1.1282 1.4082
H -2.2865 1.5281 0.0329
H 2.6898 -1.5112 -0.2641
H 3.7732 -0.1250 -0.2880
H 2.5087 -0.2671 -1.5074
H 1.8390 -1.0117 2.1454
H 2.8392 0.4241 2.3309
H 1.0881 0.5549 2.4767
```

Computed properties:
- multiplicity = 1
- gap between HOMO and LUMO (alpha / beta) (eV) = 7.805 / 6.734
- HOMO energy (alpha / beta) (hartree) = -0.2562 / -0.2184



2.
The following is a DFT calculation (ωB97M-V/def2-TZVPD) of C46H47AsN2P2S2Sr as an isolated structure.

```
101
Properties=species:S:1:pos:R:3
Sr -1.2159 1.2623 -0.1951
S -2.6207 3.7001 0.7546
C -2.5891 3.9105 -0.9621
N -2.0900 3.0438 -1.8096
C -2.2151 3.4645 -3.1235
C -1.8058 2.7421 -4.2413
C -1.9837 3.2969 -5.4950
C -2.5679 4.5569 -5.6464
C -2.9923 5.2769 -4.5425
C -2.8133 4.7204 -3.2830
S -3.2413 5.3486 -1.7158
H -1.3783 1.7554 -4.1118
H -1.6729 2.7455 -6.3730
H -2.6982 4.9716 -6.6371
H -3.4540 6.2484 -4.6606
N 0.0211 -0.7698 2.8112
P 0.9337 0.6273 2.3495
C 2.6106 0.1068 2.8438
C 2.8762 -0.9196 3.7472
C 4.1851 -1.2463 4.0698
C 5.2403 -0.5463 3.5014
C 4.9847 0.4832 2.6068
C 3.6767 0.8014 2.2763
C 0.4378 1.7771 3.6758
C 0.0448 3.0586 3.3043
C -0.4495 3.9450 4.2531
C -0.5534 3.5477 5.5755
C -0.1612 2.2668 5.9547
C 0.3332 1.3863 5.0100
P -1.6540 -0.6135 2.4425
C -2.3735 -0.1272 4.0392
C -3.1016 1.0572 4.0773
C -3.5900 1.5400 5.2865
C -3.3474 0.8400 6.4564
C -2.6136 -0.3427 6.4252
C -2.1253 -0.8217 5.2231
C -2.1273 -2.3650 2.2772
C -3.2441 -2.8681 2.9434
C -3.6026 -4.2008 2.8072
C -2.8446 -5.0474 2.0127
C -1.7461 -4.5484 1.3283
C -1.3980 -3.2111 1.4428
H 0.4431 -1.6805 2.7006
H 2.0618 -1.4616 4.2118
H 4.3814 -2.0476 4.7703
H 6.2604 -0.8038 3.7546
H 5.8036 1.0311 2.1592
H 3.4767 1.5984 1.5687
H 0.0938 3.3659 2.2658
H -0.7687 4.9331 3.9483
H -0.9482 4.2307 6.3168
H -0.2548 1.9554 6.9874
H 0.6094 0.3787 5.2979
H -3.2713 1.6163 3.1627
H -4.1504 2.4655 5.3095
H -3.7243 1.2150 7.3994
H -2.4213 -0.8843 7.3428
H -1.5415 -1.7350 5.1971
H -3.8351 -2.2196 3.5770
H -4.4733 -4.5778 3.3279
H -3.1151 -6.0910 1.9183
H -1.1655 -5.1992 0.6887
H -0.5806 -2.8223 0.8462
C -0.2507 -3.1161 -4.1375
C -1.4671 -3.0439 -3.2069
C -1.5173 -4.3178 -2.3569
C -2.7476 -2.9421 -4.0484
C -1.3555 -1.8549 -2.3402
C -1.2323 -0.8627 -1.6327
H -0.3247 -3.9871 -4.7939
H 0.6674 -3.2047 -3.5522
H -0.1771 -2.2218 -4.7584
H -1.6295 -5.1960 -2.9978
H -2.3514 -4.2830 -1.6554
H -0.5943 -4.4242 -1.7842
H -2.8442 -3.8141 -4.7008
H -2.7288 -2.0437 -4.6666
H -3.6242 -2.8891 -3.4024
C 3.3273 2.0544 -1.7504
As 1.6739 1.0052 -1.7145
C 2.4088 -0.6840 -1.0700
C 1.4690 0.5874 -3.6379
C 2.7165 0.1287 -4.3203
C 3.0820 -1.2166 -4.3198
C 4.2577 -1.6357 -4.9254
C 5.0911 -0.7161 -5.5461
C 4.7352 0.6254 -5.5603
C 3.5604 1.0413 -4.9521
H 4.1138 1.5279 -2.2903
H 3.6492 2.2236 -0.7233
H 3.1510 3.0209 -2.2209
H 3.2669 -0.9922 -1.6676
H 1.6192 -1.4337 -1.1185
H 2.7231 -0.5533 -0.0337
H 1.0780 1.4946 -4.1014
H 0.6823 -0.1693 -3.6592
H 2.4308 -1.9401 -3.8456
H 4.5208 -2.6860 -4.9161
H 6.0072 -1.0427 -6.0206
H 5.3727 1.3507 -6.0499
H 3.2862 2.0903 -4.9722
```

Computed properties:
- multiplicity = 1
- gap between HOMO and LUMO (eV) = 7.689
- HOMO energy (hartree) = -0.2742



3.
The following is a DFT calculation (ωB97M-V/def2-TZVPD) of C16H26As2N5O2Sc as an isolated structure in a non-equilibrium geometry.

```
52
Properties=species:S:1:pos:R:3
Sc 1.0759 0.8636 -0.5954
C 3.0494 1.9334 0.6002
C 3.5952 0.7714 0.0489
C 3.4453 0.8075 -1.3695
C 2.8448 2.0326 -1.6864
C 2.5845 2.7315 -0.4764
H 3.1153 2.1775 1.6292
H 4.1145 -0.0201 0.5478
H 3.8341 0.0891 -2.0761
H 2.7224 2.4386 -2.6719
H 2.4083 3.8219 -0.4166
C -1.7186 1.5292 2.8350
As -1.3523 0.9618 1.0692
C -2.9543 1.5205 0.2152
C -1.5641 -0.9355 1.2923
C -2.8560 -1.4608 1.3954
C -3.0623 -2.8303 1.5109
C -2.0355 -3.7272 1.5433
C -0.7383 -3.2457 1.4132
C -0.4869 -1.8675 1.3269
As 1.3008 -1.2024 1.1377
C 1.7011 -0.6088 2.9129
C 2.5461 -2.5926 0.8132
H -2.7011 1.1638 3.0456
H -1.6212 2.5912 2.9784
H -1.0000 1.0613 3.5209
H -3.8394 1.2762 0.7979
H -3.0089 1.0684 -0.7852
H -2.9795 2.6164 0.0907
H -3.7014 -0.7908 1.3811
H -4.0671 -3.2172 1.4631
H -2.2267 -4.7833 1.5393
H 0.1192 -3.9594 1.3532
H 1.3097 -1.3800 3.5908
H 1.2350 0.3691 3.0903
H 2.7855 -0.5064 3.0349
H 2.4262 -3.4731 1.4446
H 3.5696 -2.2130 1.0556
H 2.5471 -2.9107 -0.2390
N -0.5401 2.4707 -1.6478
N -1.3410 1.9198 -2.6629
C -1.0434 0.7401 -3.1920
N -1.6451 0.3664 -4.2922
N -0.0746 0.0526 -2.5057
N 0.3565 -1.2039 -2.8789
O 1.3413 -1.5307 -2.1872
O -0.1870 -1.8736 -3.7046
H -1.1835 2.8824 -0.9460
H 0.0332 3.2202 -2.0505
H -2.1010 2.5117 -3.0327
H -2.3614 0.9594 -4.7097
H -1.6705 -0.6152 -4.5508
```

Computed properties:
- multiplicity = 1
- net charge = +2
- gap between HOMO and LUMO (eV) = 8.457
- HOMO energy (hartree) = -0.5406



4.
The following is a DFT calculation (ωB97M-V/def2-TZVPD) of C12H16B6Ca2F24O12 as an isolated structure in a non-equilibrium geometry.

```
72
Properties=species:S:1:pos:R:3
Ca -1.2511 3.8970 -1.3754
Ca 3.8625 -1.8966 -3.0143
B 2.0686 -2.5397 -7.4931
F 1.5802 -3.5973 -8.1916
F 3.3908 -2.6793 -7.4355
F 1.7501 -1.3375 -8.0109
F 1.6345 -2.5037 -6.1626
B 2.3470 6.1026 -0.6932
F 2.1351 4.7450 -0.7589
F 3.3773 6.4620 -1.5414
F 1.2075 6.5951 -1.1179
F 2.6273 6.5241 0.5983
B -0.7041 5.6070 -5.9036
F -1.2895 6.3266 -6.9485
F -0.5381 4.3199 -6.4279
F 0.5797 6.1405 -5.7323
F -1.3234 5.6233 -4.7102
B -5.0903 2.3866 -1.2547
F -4.3469 2.5484 -0.1612
F -5.3340 1.0766 -1.3689
F -6.2576 3.0460 -1.1516
F -4.3488 2.7768 -2.3471
B 0.6247 0.1613 -1.4377
F 1.9469 0.2892 -1.0718
F 0.4314 0.9997 -2.5723
F 0.4309 -1.1985 -1.7561
F -0.2666 0.6718 -0.4796
B 4.6913 2.5112 -5.9630
F 6.0117 2.1782 -6.2251
F 4.4801 3.7862 -5.4039
F 3.9141 2.5954 -7.1452
F 4.0985 1.5413 -5.2463
C 7.2248 -2.2118 3.6410
C 7.7117 -3.7104 3.5159
O 7.0517 -4.1584 2.3519
C 6.1600 -3.2521 2.0508
O 5.5837 -3.2231 1.0188
O 6.0202 -2.2757 2.9116
H 7.9648 -1.5700 3.1628
H 7.0710 -2.0096 4.7010
H 7.4234 -4.2989 4.3869
H 8.7912 -3.6615 3.3728
C -0.2625 2.0658 6.4891
C -1.2649 3.0599 6.9616
O -1.6204 3.7257 5.7932
C -0.7850 3.3870 4.8310
O -0.8928 3.9274 3.7260
O -0.0440 2.3456 5.1239
H -0.5997 1.0449 6.6685
H 0.7021 2.1214 6.9937
H -0.9672 3.8384 7.6640
H -2.2163 2.6038 7.2354
C -5.4581 -1.7251 2.8173
C -4.2294 -1.0487 3.3402
O -4.3431 -1.1630 4.7524
C -5.1370 -2.1643 5.0144
O -5.1877 -2.7260 6.1051
O -5.8401 -2.5058 3.9100
H -5.2840 -2.2919 1.9026
H -6.1827 -0.9374 2.6109
H -4.1175 0.0139 3.1250
H -3.3571 -1.5591 2.9318
C -3.5392 -5.1582 -2.0505
C -2.7954 -5.2849 -0.7144
O -3.5984 -5.9198 0.2065
C -4.7612 -6.1101 -0.3647
O -5.7784 -6.5462 0.2240
O -4.8232 -5.6138 -1.5641
H -3.1055 -5.8881 -2.7339
H -3.4943 -4.1443 -2.4481
H -2.5903 -4.2907 -0.3175
H -1.8689 -5.8443 -0.8435
```

Computed properties:
- multiplicity = 1
- net charge = -2
- gap between HOMO and LUMO (eV) = 3.203
- HOMO energy (hartree) = -0.1916



5.
The following is a DFT calculation (ωB97M-V/def2-TZVPD) of C14H22N4O3 in the gas phase in a non-equilibrium geometry.

```
43
Properties=species:S:1:pos:R:3
C 0.3919 3.8703 -0.8968
C 0.2569 3.3414 0.5210
O -0.7371 2.3163 0.5559
C -0.4153 1.1740 1.1907
O 0.6236 0.9851 1.7836
N -1.4002 0.2520 1.0800
C -2.6552 0.5462 0.4176
C -3.3882 -0.7782 0.1436
N -2.4974 -1.8735 -0.1651
C -1.8210 -1.7917 -1.4468
C -0.5733 -0.9717 -1.4589
N 0.5926 -1.3380 -1.0246
C 1.3754 -0.2437 -1.2554
C 2.8155 -0.1911 -0.9138
C 3.0414 -0.6411 0.5141
C 4.3655 -1.2263 0.8985
C 3.1536 -2.1042 0.8140
N 0.7162 0.7301 -1.8168
O -0.5615 0.2688 -1.9588
C -1.6298 -2.1927 0.9618
C -1.3424 -0.9685 1.8538
H 1.1462 4.6517 -0.9213
H 0.6849 3.0628 -1.5631
H -0.5565 4.2799 -1.2349
H 1.2025 2.9224 0.8794
H -0.0655 4.1327 1.2077
H -3.2765 1.2057 1.0381
H -2.4372 1.0715 -0.5152
H -4.0910 -0.6465 -0.6816
H -3.9583 -1.0802 1.0262
H -1.5412 -2.8113 -1.7342
H -2.5177 -1.3898 -2.1848
H 3.3538 -0.8553 -1.5958
H 3.1689 0.8305 -1.0664
H 2.5315 -0.0251 1.2425
H 4.7663 -0.9925 1.8727
H 5.1205 -1.3261 0.1327
H 2.7202 -2.4735 1.7304
H 3.0806 -2.7980 -0.0092
H -0.6959 -2.6012 0.5764
H -2.1256 -2.9623 1.5641
H -2.0773 -0.9097 2.6672
H -0.3442 -1.0310 2.2876
```

Computed properties:
- SMILES = CCOC(=O)N1CCN(Cc2nc(CC3CC3)no2)CC1
- multiplicity = 1
- gap between HOMO and LUMO (eV) = 9.528
- HOMO energy (hartree) = -0.3201



6.
The following is a DFT calculation (ωB97M-V/def2-TZVPD) of an isolated ion of composition C6H10N5O and charge +1 in a non-equilibrium geometry.

```
22
Properties=species:S:1:pos:R:3
C -0.4848 -0.9083 0.2978
C 1.8282 -0.6982 -0.1501
C -2.8129 -0.1896 -0.5458
C 0.7652 1.3875 0.4911
C -2.5590 0.8681 -1.5451
C 4.1260 -0.5473 -0.7727
N 1.8902 2.0241 0.2388
N 2.9651 1.4213 -0.1488
N 0.5714 -0.0327 0.1293
N 2.9590 0.1113 -0.3841
N -1.8425 -0.8617 0.1855
O 1.8368 -1.8674 -0.3614
H -0.1001 -1.8614 0.5440
H -3.7372 -0.6467 -0.4484
H 0.0290 2.0438 0.8836
H -1.6210 0.5597 -2.0551
H -2.1763 1.8220 -1.1738
H -3.4334 1.0184 -2.1214
H 4.5280 -1.1546 0.1524
H 3.9257 -1.2710 -1.5611
H 4.8223 0.2181 -1.1252
H -2.3951 -1.5303 0.7857
```

Computed properties:
- multiplicity = 1
- net charge = +1
- gap between HOMO and LUMO (alpha / beta) (eV) = 7.247 / 6.384
- HOMO energy (alpha / beta) (hartree) = -0.4541 / -0.4356